Entry from OMol25: a cluster of 12 separate species, C65H158F3N9O21S in total (the ωB97M-V functional and the def2-TZVPD basis).

F_max = 5.3 eV Å⁻¹
Orbital gap = 0.0693 Ha
Total charge = +6
DFT total energy = -5339.21127 Ha

Last column: Löwdin charge in e.
CARTESIAN COORDINATES (ANGSTROEM)
C  -0.59  0.25  -4.55  -0.0853
O  -1.94  -0.04  -4.80  -0.1663
C  -2.80  0.70  -3.90  -0.1916
C  -2.97  2.15  -4.34  -0.0781
N  -3.82  2.26  -5.60  0.0888
H  -3.37  1.80  -6.37  0.1881
H  -4.68  1.75  -5.47  0.1692
C  -4.21  3.67  -5.85  -0.1234
C  -4.73  3.76  -7.25  -0.1970
O  -5.55  2.65  -7.66  -0.1735
C  -6.99  2.83  -7.34  -0.0394
H  -0.42  1.31  -4.79  0.0912
H  0.03  -0.54  -4.97  0.0968
H  -0.35  -0.03  -3.53  0.0681
H  -2.42  0.63  -2.88  0.1089
H  -3.76  0.19  -3.92  0.1129
H  -1.97  2.57  -4.47  0.1286
H  -3.51  2.63  -3.52  0.1359
H  -3.38  4.38  -5.78  0.1494
H  -4.96  3.93  -5.10  0.1412
H  -3.83  3.70  -7.85  0.1400
H  -5.17  4.74  -7.42  0.1492
H  -7.18  2.78  -6.27  0.0725
H  -7.60  2.00  -7.71  0.0943
H  -7.45  3.69  -7.82  0.1043
C  1.50  -3.67  -5.09  -0.1207
O  2.25  -3.36  -3.94  -0.2104
C  3.33  -4.32  -3.79  -0.1279
C  3.60  -4.30  -2.24  -0.0592
N  2.34  -4.62  -1.43  0.0748
H  1.71  -3.84  -1.34  0.0741
H  1.83  -5.36  -1.88  0.1616
C  2.65  -4.93  0.09  -0.0291
C  2.86  -6.42  0.20  -0.2003
O  4.11  -6.83  -0.39  -0.1822
C  4.50  -8.13  0.03  -0.0634
H  0.95  -4.60  -4.90  0.0862
H  2.09  -3.72  -6.00  0.0903
H  0.65  -3.04  -5.34  0.0723
H  4.21  -4.14  -4.40  0.1354
H  3.09  -5.36  -4.02  0.1293
H  3.97  -3.34  -1.87  0.1083
H  4.22  -5.13  -1.91  0.1157
H  1.73  -4.63  0.57  0.0923
H  3.37  -4.16  0.35  0.1159
H  2.10  -7.05  -0.28  0.1252
H  2.85  -6.71  1.25  0.1065
H  5.35  -8.55  -0.51  0.1136
H  3.62  -8.75  -0.11  0.0918
H  4.84  -8.09  1.06  0.0925
C  -8.84  -3.65  -4.45  -0.0313
O  -7.79  -3.19  -3.59  -0.1731
C  -8.00  -2.09  -2.75  -0.2259
C  -7.34  -2.43  -1.48  -0.1061
N  -5.90  -2.85  -1.53  0.0834
H  -5.59  -3.09  -0.59  0.1658
H  -5.71  -3.73  -1.99  0.1816
C  -4.94  -1.84  -2.09  -0.0986
C  -3.50  -2.18  -1.77  -0.2185
O  -3.16  -3.39  -2.40  -0.1490
C  -1.77  -3.66  -2.08  -0.0417
H  -8.92  -2.98  -5.31  0.1026
H  -9.76  -3.68  -3.87  0.0968
H  -8.76  -4.69  -4.76  0.1067
H  -9.00  -1.90  -2.37  0.1471
H  -7.69  -1.14  -3.18  0.1342
H  -7.88  -3.18  -0.90  0.1567
H  -7.23  -1.54  -0.85  0.0939
H  -5.20  -0.93  -1.55  0.1121
H  -5.20  -1.63  -3.13  0.1434
H  -3.56  -2.34  -0.70  0.1187
H  -2.89  -1.30  -2.00  0.1102
H  -1.46  -4.50  -2.70  0.1121
H  -1.65  -3.73  -1.00  0.0645
H  -1.22  -2.76  -2.35  0.0743
C  -3.35  0.42  1.03  -0.1131
O  -4.68  0.19  0.73  -0.2282
C  -5.51  1.34  1.05  -0.1475
C  -6.97  0.92  0.77  -0.0154
N  -7.34  -0.31  1.67  0.0768
H  -8.23  -0.67  1.34  0.1638
H  -6.80  -1.14  1.45  0.1357
C  -7.34  -0.27  3.20  -0.0708
C  -8.53  0.50  3.70  -0.2016
O  -8.24  1.87  3.56  -0.2040
C  -9.08  2.72  4.28  -0.0761
H  -2.82  0.80  0.16  0.0761
H  -2.93  -0.57  1.22  0.0824
H  -3.14  1.03  1.91  0.1048
H  -5.21  2.20  0.45  0.1428
H  -5.44  1.51  2.13  0.1216
H  -7.00  0.59  -0.27  0.1153
H  -7.71  1.66  1.08  0.1396
H  -6.36  0.07  3.53  0.1248
H  -7.50  -1.26  3.62  0.1422
H  -8.64  0.27  4.76  0.1454
H  -9.46  0.27  3.19  0.1480
H  -9.18  2.49  5.34  0.1034
H  -10.09  2.76  3.87  0.1057
H  -8.59  3.69  4.20  0.1054
C  -0.33  -0.41  6.08  -0.0886
O  0.78  -1.04  5.50  -0.1783
C  0.48  -1.89  4.37  -0.1847
C  1.82  -2.41  3.83  -0.0482
N  2.61  -3.42  4.75  0.1241
H  3.28  -3.00  5.38  0.1822
H  1.85  -3.82  5.27  0.1485
C  3.24  -4.66  4.02  -0.0361
C  4.39  -4.20  3.12  -0.1936
O  4.04  -3.12  2.27  -0.2578
C  5.14  -2.62  1.52  -0.0334
H  -0.02  0.24  6.90  0.0942
H  -1.15  -1.11  6.26  0.0721
H  -0.75  0.32  5.39  0.0846
H  -0.08  -1.36  3.60  0.1162
H  -0.27  -2.63  4.64  0.0827
H  2.47  -1.54  3.74  0.1245
H  1.65  -3.00  2.94  0.1004
H  2.51  -5.27  3.49  0.1038
H  3.59  -5.28  4.84  0.1421
H  4.91  -5.00  2.58  0.1463
H  5.23  -3.85  3.73  0.1343
H  5.35  -3.43  0.82  0.0844
H  6.00  -2.41  2.15  0.1157
H  4.79  -1.77  0.93  0.0926
C  8.27  2.97  -5.91  -0.0157
O  6.85  3.09  -5.62  -0.1918
C  6.46  3.39  -4.34  -0.2588
C  4.99  3.52  -4.36  -0.1095
N  4.34  2.36  -5.14  0.1217
H  3.39  2.67  -5.24  0.1585
H  4.79  2.18  -6.02  0.1575
C  4.24  1.00  -4.36  -0.0463
C  3.77  -0.12  -5.26  -0.2418
O  4.52  -0.26  -6.44  -0.1761
C  4.01  -1.36  -7.29  -0.0158
H  8.31  2.00  -6.40  0.0929
H  8.80  2.75  -4.98  0.0987
H  8.71  3.77  -6.51  0.1011
H  6.87  4.37  -4.08  0.1530
H  6.76  2.70  -3.55  0.1356
H  4.80  4.48  -4.84  0.1199
H  4.70  3.49  -3.32  0.0980
H  3.61  1.07  -3.48  0.0963
H  5.22  0.74  -3.94  0.1317
H  2.70  -0.11  -5.48  0.1124
H  3.98  -1.08  -4.79  0.1143
H  4.83  -1.72  -7.91  0.1043
H  3.20  -1.03  -7.93  0.0920
H  3.71  -2.21  -6.68  0.0637
C  -0.04  -6.85  2.07  -0.0643
O  0.36  -5.51  2.33  -0.2266
C  -0.54  -4.45  1.96  -0.1721
C  -1.87  -4.51  2.75  -0.0549
N  -1.77  -5.13  4.16  0.0894
H  -1.65  -6.13  4.15  0.1538
H  -0.89  -4.86  4.58  0.1535
C  -2.93  -4.81  5.09  -0.0453
C  -2.74  -3.41  5.81  -0.1279
O  -2.76  -2.30  4.86  -0.2570
C  -4.09  -1.90  4.37  -0.0510
H  0.77  -7.45  2.48  0.1099
H  -0.07  -7.09  1.01  0.1056
H  -0.92  -7.19  2.60  0.0866
H  -0.80  -4.62  0.92  0.1081
H  -0.12  -3.46  1.79  0.1024
H  -2.73  -4.92  2.22  0.1374
H  -2.17  -3.46  2.86  0.1088
H  -2.99  -5.66  5.78  0.1473
H  -3.87  -4.89  4.54  0.1262
H  -1.77  -3.47  6.30  0.1205
H  -3.47  -3.18  6.59  0.1428
H  -4.46  -1.38  5.25  0.0992
H  -4.76  -2.74  4.19  0.0839
H  -4.08  -1.17  3.56  0.0684
C  3.84  6.86  -3.26  -0.0754
C  3.20  6.52  -1.96  -0.2360
C  2.31  5.30  -2.08  -0.1121
N  1.47  4.92  -0.82  -0.2133
C  0.75  3.56  -1.03  -0.0595
C  -0.40  3.26  0.01  -0.1293
C  -1.42  4.43  0.01  -0.1884
C  -0.67  5.72  0.40  -0.1534
C  0.47  6.09  -0.59  -0.0733
C  2.29  4.94  0.47  0.0323
H  3.41  7.70  -3.80  0.0965
H  4.07  6.03  -3.91  0.0488
H  4.86  7.18  -3.02  0.1053
H  2.80  7.47  -1.63  0.1244
H  3.94  6.24  -1.22  0.1130
H  2.78  4.38  -2.42  0.1161
H  1.60  5.46  -2.89  0.1261
H  0.33  3.72  -2.03  0.1189
H  1.43  2.72  -1.17  0.1042
H  -0.93  2.33  -0.21  0.0826
H  0.08  3.16  0.98  0.1004
H  -2.04  4.50  -0.88  0.1035
H  -2.26  4.37  0.71  0.1012
H  -1.37  6.54  0.55  0.1252
H  -0.33  5.65  1.44  0.1048
H  0.00  6.25  -1.57  0.1348
H  1.09  6.93  -0.31  0.1280
H  2.67  5.94  0.68  0.1135
H  3.11  4.24  0.28  0.1090
H  1.67  4.68  1.33  0.0754
C  2.40  1.49  3.30  -0.0980
C  2.45  2.07  4.69  -0.2350
C  1.64  3.34  4.77  -0.1247
N  1.88  4.12  6.08  -0.2030
C  0.83  5.29  6.00  -0.1108
C  0.79  6.05  7.32  -0.1472
C  0.41  5.05  8.49  -0.1602
C  1.53  4.03  8.71  -0.1404
C  1.81  3.23  7.40  -0.0638
C  3.30  4.75  5.99  0.0556
H  3.07  0.64  3.15  0.0839
H  2.72  2.18  2.52  0.0750
H  1.39  1.24  2.98  0.0644
H  3.51  2.10  4.91  0.1243
H  2.09  1.26  5.33  0.0956
H  0.59  3.05  4.74  0.1279
H  1.86  4.14  4.07  0.1213
H  -0.15  4.85  5.81  0.1243
H  1.04  6.00  5.19  0.1322
H  0.04  6.82  7.15  0.1262
H  1.71  6.54  7.63  0.1187
H  -0.52  4.57  8.20  0.1081
H  0.19  5.63  9.39  0.1256
H  1.18  3.34  9.48  0.1305
H  2.45  4.57  8.92  0.1203
H  0.96  2.57  7.28  0.1060
H  2.64  2.52  7.44  0.1310
H  3.39  5.39  5.11  0.1129
H  4.00  3.91  5.97  0.1036
H  3.47  5.39  6.85  0.1050
C  6.49  -2.01  -2.73  -0.0388
C  6.80  -3.35  -2.12  -0.8686
O  6.56  -4.37  -2.76  -0.0416
O  7.40  -3.32  -1.05  -0.0411
H  6.87  -1.35  -1.96  0.0544
H  5.43  -1.78  -2.84  0.0274
H  7.08  -1.79  -3.62  0.0838
C  5.60  1.49  -0.79  -0.0507
C  6.12  2.85  -0.49  -0.7792
O  7.22  2.86  0.16  -0.0646
O  5.65  3.87  -1.03  -0.0945
H  6.36  0.81  -1.18  0.0778
H  4.78  1.50  -1.51  0.0231
H  5.14  1.03  0.08  0.0543
C  2.16  -0.15  -1.00  -0.5033
F  1.70  0.49  -2.13  0.0585
F  3.06  -1.11  -1.28  0.1327
F  2.64  0.82  -0.13  0.0712
S  0.59  -1.04  -0.26  0.5001
O  0.73  -2.43  -0.70  -0.3382
O  0.74  -0.82  1.20  -0.3407
O  -0.49  -0.30  -0.84  -0.3376